# 1
{"formula": "C2H5O2PS2", "method": "ωB97M-V with the def2-TZVPD basis set", "symbols": ["C", "C", "O", "O", "P", "S", "S", "H", "H", "H", "H", "H"], "xyz": [[-1.25808, -0.37374, -0.17148], [1.47042, 0.47751, 0.57268], [-1.98744, -0.97352, 0.81959], [2.22927, 0.85847, -0.49454], [-0.73013, 1.24587, 0.54433], [0.13715, -1.46659, -0.73619], [1.16337, -1.22688, 0.93717], [-1.79591, -0.24550, -1.25927], [1.81336, 1.00895, 1.39698], [-2.81364, -1.26591, 0.41108], [2.10046, 0.30278, -1.27414], [-0.32881, 1.65854, -0.74621]], "forces_ev_per_a": [[-0.34, 0.42, -3.11], [3.04, -2.15, -1.13], [-1.46, -0.72, -0.04], [-0.07, 0.22, 0.00], [-2.06, 0.60, -0.52], [-1.23, -0.21, -1.23], [1.19, 0.81, 1.20], [0.72, -0.10, 2.70], [0.14, 1.13, 1.63], [0.09, -0.23, 0.42], [-0.31, -0.25, 0.08], [0.28, 0.50, -0.02]], "gap_ev": [5.959, 6.729], "molar_mass_da": 156.2, "lumo_ha": [0.0129, -0.0863], "s_squared": 2.01, "multiplicity": 3}

***

# 2
{"formula": "C15H20Cl6O11", "method": "ωB97M-V with the def2-TZVPD basis set", "symbols": ["O", "C", "C", "C", "O", "C", "O", "C", "C", "O", "H", "H", "H", "H", "O", "C", "C", "C", "O", "C", "O", "C", "C", "O", "H", "H", "H", "H", "Cl", "C", "Cl", "H", "H", "Cl", "C", "Cl", "H", "H", "Cl", "C", "Cl", "H", "H", "O", "H", "H", "O", "H", "H", "O", "H", "H"], "xyz": [[-2.52421, 0.41036, -0.52372], [-2.60342, -0.65156, 0.07334], [-2.61570, -1.96086, -0.58249], [-2.66708, -3.10982, 0.10056], [-2.74008, -4.28632, -0.52998], [-2.78890, -3.14210, 1.58743], [-2.78115, -4.15443, 2.22025], [-2.86726, -1.82638, 2.22628], [-2.78564, -0.67600, 1.55662], [-2.87946, 0.48899, 2.19941], [-2.53022, -2.05795, -1.65824], [-2.60693, -4.99413, 0.12807], [-2.85699, -1.84007, 3.31230], [-2.80592, 1.22650, 1.56895], [-0.18350, -0.99864, 1.35392], [0.80258, -0.52865, 1.89486], [2.04696, -0.28258, 1.17403], [3.14430, 0.18404, 1.78986], [4.24109, 0.46159, 1.08202], [3.15589, 0.49880, 3.24509], [4.13715, 0.89285, 3.79958], [1.89873, 0.31532, 3.94904], [0.81007, -0.14392, 3.32838], [-0.37284, -0.17446, 3.96833], [2.09763, -0.32397, 0.09399], [4.92445, 0.74141, 1.72186], [1.81067, 0.70876, 4.95227], [-1.07506, -0.36025, 3.31793], [2.14279, -2.94972, -1.14041], [0.40382, -2.94176, -1.53786], [-0.12058, -4.45905, -2.29438], [-0.11531, -2.83090, -0.59914], [0.22386, -2.18009, -2.27491], [3.03187, 2.64728, -1.51999], [3.23742, 1.84045, -3.08963], [1.89439, 2.11768, -4.20853], [4.14653, 2.10695, -3.61009], [3.22726, 0.78314, -2.85115], [1.07440, 3.42447, 3.08047], [1.11187, 3.74299, 1.36022], [0.08059, 2.63679, 0.42650], [0.77518, 4.77214, 1.27486], [2.11626, 3.69882, 0.95278], [-2.32025, 2.37662, -3.11698], [-2.56457, 1.44215, -3.03470], [-2.38330, 2.72676, -2.22089], [-1.51628, 1.60557, -5.79607], [-1.78035, 1.82562, -4.89000], [-2.26272, 1.86850, -6.34545], [0.28525, 0.11385, -2.00644], [-0.04059, 0.68843, -2.71524], [-0.03269, 0.52673, -1.19285]], "forces_ev_per_a": [[0.07, 0.03, 0.34], [-0.43, -0.63, -0.59], [0.30, 0.09, -0.36], [-0.71, -0.54, -0.34], [0.30, 0.05, 0.41], [0.41, 2.32, -0.04], [-0.04, -1.66, 0.24], [0.03, -0.27, 0.58], [-0.57, -0.23, 0.12], [0.25, 0.39, -0.05], [-0.04, 0.44, -0.02], [-0.18, 0.14, -0.04], [-0.33, 0.05, -0.08], [0.11, -0.20, -0.11], [0.09, 0.24, 0.33], [1.21, -0.10, -0.99], [0.21, 0.51, -0.17], [-0.30, 0.00, -0.77], [0.35, 0.05, 0.66], [-1.55, -0.88, 0.16], [1.80, 0.71, 0.22], [-0.33, 0.09, 0.08], [-0.88, 0.34, 0.79], [0.11, -0.17, -0.38], [-0.34, -0.45, -0.03], [-0.09, 0.02, -0.15], [0.17, -0.19, 0.09], [0.20, -0.03, 0.13], [-0.13, -0.05, -0.15], [0.46, -0.59, -0.14], [0.15, -0.16, 0.02], [-0.14, 0.26, -0.07], [-0.04, 0.44, 0.24], [0.24, 0.22, -0.36], [-0.49, -0.75, 0.04], [-0.01, 0.19, 0.06], [0.14, 0.36, 0.32], [0.07, -0.04, -0.10], [0.16, -0.26, 0.26], [0.01, 0.63, -0.27], [-0.11, 0.25, 0.23], [-0.33, -0.19, -0.41], [0.07, -0.35, 0.21], [-0.05, -0.43, 0.01], [-0.06, 0.24, 0.32], [0.05, -0.07, -0.08], [-0.10, -0.12, 0.11], [0.13, 0.30, -0.32], [0.10, -0.01, 0.09], [-0.10, 0.15, -0.07], [0.17, -0.03, 0.16], [0.00, -0.11, -0.13]], "gap_ev": 7.772, "molar_mass_da": 589.0, "lumo_ha": -0.0687}

***

# 3
{"formula": "C41H40BrLaN7O11SSb", "method": "ωB97M-V with the def2-TZVPD basis set", "symbols": ["La", "N", "C", "C", "N", "H", "H", "H", "H", "H", "H", "H", "H", "O", "C", "O", "C", "C", "C", "C", "C", "C", "O", "N", "O", "O", "N", "O", "O", "H", "H", "N", "C", "C", "C", "N", "C", "C", "H", "H", "H", "H", "H", "H", "N", "C", "C", "O", "O", "H", "H", "H", "H", "H", "Br", "C", "C", "C", "C", "C", "C", "C", "O", "O", "H", "H", "H", "H", "S", "Sb", "C", "C", "C", "C", "C", "C", "C", "C", "C", "C", "C", "C", "C", "C", "C", "C", "C", "C", "H", "H", "H", "H", "H", "H", "H", "H", "H", "H", "H", "H", "H", "H", "H"], "xyz": [[-2.32706, -19.09677, -12.36051], [-0.32342, -19.40027, -14.44362], [-0.51597, -20.65477, -15.24918], [-1.04365, -21.79960, -14.48070], [-2.21363, -21.40376, -13.64959], [0.10266, -18.63320, -14.96009], [0.33727, -19.60810, -13.69605], [0.43745, -21.00441, -15.70348], [-1.23012, -20.44141, -16.05540], [-0.29499, -22.24552, -13.82277], [-1.32754, -22.61302, -15.18915], [-2.46145, -22.10746, -12.91850], [-3.07079, -21.29962, -14.20117], [0.00756, -18.62495, -11.76231], [0.70247, -18.51815, -10.66704], [1.83084, -18.95498, -10.47666], [0.09711, -17.61808, -9.60670], [0.87292, -17.47983, -8.48951], [0.42242, -16.66828, -7.44714], [-0.75539, -15.86052, -7.46911], [-1.47432, -15.98402, -8.69642], [-1.22224, -17.01440, -9.69639], [-2.15709, -17.39443, -10.52951], [-2.65000, -15.17823, -8.84618], [-2.96993, -14.58128, -9.89522], [-3.31258, -15.01542, -7.79885], [1.16774, -16.60374, -6.21336], [0.80307, -15.75586, -5.40797], [2.15997, -17.35299, -6.10946], [1.77367, -18.09700, -8.35239], [-1.08865, -15.19055, -6.70727], [-2.79022, -13.10258, -15.94017], [-2.43924, -14.22488, -15.26274], [-2.32229, -14.15288, -13.84825], [-2.18396, -15.36759, -13.15749], [-2.08685, -16.56766, -13.76403], [-2.15178, -16.57882, -15.11513], [-2.44005, -15.44413, -15.88288], [-2.93967, -12.21988, -15.51492], [-2.56713, -13.02280, -16.88615], [-2.31965, -13.21947, -13.36615], [-2.20700, -15.37408, -12.07252], [-2.11551, -17.50325, -15.66952], [-2.55239, -15.52631, -16.98936], [-4.79455, -16.98603, -9.95776], [-5.64491, -16.54664, -11.09457], [-5.57397, -17.67410, -12.18425], [-6.56484, -17.85647, -12.88226], [-4.38318, -18.20261, -12.21353], [-5.05965, -17.88794, -9.53025], [-4.84252, -16.33187, -9.17153], [-3.75689, -17.15061, -10.25978], [-5.19824, -15.60739, -11.42219], [-6.65363, -16.29206, -10.75916], [-3.25060, -20.97494, -4.87103], [-3.40373, -21.92211, -6.49252], [-4.24620, -23.06700, -6.38518], [-4.71994, -23.69993, -7.56649], [-4.31059, -23.23903, -8.81299], [-3.54065, -22.09948, -8.97625], [-2.97519, -21.53735, -7.80178], [-3.19045, -21.76534, -10.32921], [-3.54317, -22.51197, -11.28963], [-2.48934, -20.66917, -10.58915], [-4.46748, -23.55089, -5.43197], [-5.24700, -24.62093, -7.43596], [-4.60711, -23.81927, -9.70632], [-2.20560, -20.78031, -7.81976], [-3.97312, -19.73402, -15.58839], [-6.24833, -19.30991, -15.54838], [-6.55502, -17.18799, -15.98829], [-5.57564, -16.44935, -16.63124], [-5.65619, -15.03468, -16.70380], [-6.76434, -14.39846, -16.16338], [-7.76178, -15.10696, -15.50097], [-7.67199, -16.51936, -15.44990], [-6.39907, -20.14299, -17.60166], [-5.73666, -21.29961, -17.93504], [-5.43496, -21.51026, -19.28329], [-5.81846, -20.52182, -20.21838], [-6.48543, -19.37901, -19.85444], [-6.87165, -19.22662, -18.51177], [-7.03923, -20.97760, -14.37749], [-6.73270, -21.02822, -13.02674], [-7.34594, -21.88089, -12.17046], [-8.30751, -22.75586, -12.70854], [-8.44028, -22.91150, -14.05850], [-7.83000, -21.99265, -14.89799], [-4.72770, -16.84185, -17.21345], [-4.84143, -14.46315, -17.05154], [-6.66357, -13.33261, -16.22202], [-8.58294, -14.62500, -14.94237], [-8.43591, -17.09965, -14.80779], [-5.35280, -21.93802, -17.13456], [-4.86837, -22.40941, -19.51894], [-5.43536, -20.65080, -21.26440], [-6.76145, -18.56555, -20.54014], [-7.41158, -18.32310, -18.22511], [-6.00330, -20.31637, -12.71503], [-6.98942, -21.83532, -11.16691], [-8.93312, -23.34187, -12.04707], [-8.98619, -23.72512, -14.54829], [-8.18373, -21.91936, -15.96503]], "forces_ev_per_a": [[2.83, -0.21, -1.01], [-0.33, -1.22, 0.15], [0.99, 1.39, -1.14], [-1.37, -1.21, 0.93], [-0.02, -0.99, 0.69], [-0.23, -0.33, -0.16], [0.00, 0.23, 0.15], [-0.46, 0.35, 0.00], [0.26, 0.16, 0.06], [0.03, 0.22, 0.13], [0.24, 0.52, 0.28], [0.36, 0.52, -0.57], [0.41, -0.14, -0.17], [0.06, -0.50, 0.61], [-0.01, 0.33, -1.10], [-0.62, -0.11, -0.17], [-0.92, -0.33, -0.43], [-0.47, 0.20, 1.03], [-1.62, 1.25, 0.67], [1.01, -1.94, -3.12], [0.68, -0.97, 0.02], [0.60, 0.25, 0.50], [0.38, 0.75, 0.74], [-1.44, 1.76, 0.96], [0.77, -1.50, 0.99], [0.30, -0.29, -1.23], [1.62, -0.25, -0.01], [0.66, -0.85, 0.18], [-1.65, 1.28, 0.40], [-0.46, 0.59, -0.33], [0.13, 0.11, 0.33], [-0.25, 0.38, -0.05], [-0.97, 1.07, 1.91], [0.33, -2.65, -1.03], [-0.26, 0.71, -0.61], [-0.03, -0.09, -0.78], [-0.73, 1.05, 0.07], [1.14, -1.48, -0.70], [0.13, 0.36, 0.74], [0.31, -0.09, -1.55], [-0.12, 0.95, 0.70], [0.23, -0.04, -0.05], [0.13, -0.47, 0.46], [0.07, 0.02, 1.04], [0.42, -0.69, 0.95], [0.03, -0.43, -0.01], [0.84, 1.17, 0.31], [0.88, -0.50, 0.00], [-3.58, 0.67, -0.09], [-0.21, 0.28, -0.57], [0.30, 0.26, -0.22], [-0.28, 0.52, 0.23], [0.11, -0.17, -0.41], [0.09, -0.47, -0.05], [0.78, 0.32, -0.19], [-1.57, -1.86, -1.73], [0.23, 0.06, -1.41], [1.73, 0.95, 1.21], [-1.45, -1.02, -0.27], [0.70, -1.03, 2.97], [-0.65, 0.55, 1.26], [1.46, 1.16, -4.64], [0.21, 0.93, 1.83], [-1.21, -1.21, 1.30], [-0.08, 0.59, -0.13], [-0.40, -0.32, -0.22], [0.15, 0.66, 0.52], [-0.14, 0.36, -0.48], [-0.32, 0.80, 0.62], [1.46, -1.61, -1.88], [-1.13, 0.07, 0.82], [0.91, 0.94, -1.14], [-1.61, -2.18, 1.00], [0.84, -0.01, 0.17], [-0.33, -1.00, 0.12], [-0.58, -0.17, 1.40], [-1.27, 1.40, 2.08], [0.58, -0.23, -0.51], [-0.54, 0.44, 0.70], [1.59, -1.13, -1.33], [-1.04, 0.56, 0.52], [0.57, 0.18, -1.10], [-0.71, 0.24, -0.02], [0.79, 1.20, -0.99], [-0.57, -0.58, -0.71], [0.32, -0.55, 1.51], [0.01, -0.21, -0.90], [-0.67, 1.60, -2.06], [-0.38, -0.55, 0.86], [0.66, 0.43, -0.68], [-0.77, 0.54, 0.31], [0.51, -0.15, -0.63], [1.29, 1.05, -1.25], [-0.11, 0.04, -0.42], [-0.16, 0.31, -0.43], [-0.63, 0.18, 1.00], [0.28, -0.66, 0.01], [0.17, -0.28, 0.06], [0.40, 0.29, 0.71], [-0.46, -0.33, 0.79], [0.24, -0.25, 0.07], [-0.21, 0.42, 0.59], [0.76, -0.41, 1.03]], "gap_ev": 7.608, "molar_mass_da": 1179.4, "lumo_ha": -0.0308}